Molecular formula: C2H3Cl2N3O5S
Method: DFT, the ωB97M-V functional and the def2-TZVPD basis

Computed properties:
**Highest occupied orbital energy**: -11.02 eV
**ΔE to the lowest compared entry with this formula, charge and spin**: 0.0 kcal per mole
**Total energy**: -1936.785936 Ha

```
! RIJCOSX wB97M-V def2-TZVPD def2/J DEFGRID3
* xyz 0 1
C 1.641 1.596 1.530
C -0.989 -1.395 -1.408
N 0.113 -0.037 0.094
N -0.872 -0.768 -0.059
N -0.468 -0.473 -2.566
O -1.699 -1.182 0.719
O 0.363 -0.964 -3.266
O -0.826 0.646 -2.531
O -1.094 1.491 1.714
O 0.453 -0.438 2.511
S 0.133 0.720 1.676
Cl -0.140 -2.970 -1.328
Cl -2.649 -1.662 -1.738
H 2.368 0.891 1.100
H 1.553 2.584 1.101
H 2.113 1.962 2.450
*
```

These are the Mulliken partial charges, in e, on atoms 1 to 8: -0.90 0.37 -0.57 0.90 0.88 -0.56 -0.54 -0.46